Formula: CHF3OPr
Source: the OMol25 dataset
Level of theory: the ωB97M-V functional and the def2-TZVPD basis

* ΔE to the lowest compared entry with this formula, charge and spin: 0.0 kJ/mol
* multiplicity: 4
* net charge: +2
* highest occupied orbital energy (spin up / spin down): -0.57868 / -0.76508 hartree
* orbital gap (spin up / spin down): 2.50 / 10.09 eV
* M: 226.92 g/mol

Element x y z (Å)
O: 2.20678 0.21422 -1.21346
Pr: 3.52274 1.80498 -0.53372
H: 1.86869 -0.65925 -0.84452
C: 0.48382 -3.38755 -0.26172
F: -0.50226 -3.58004 -1.11652
F: 1.36664 -4.35978 -0.37853
F: 0.00407 -3.37297 0.96862